w) A 3-piece molecular cluster, C5H14O2 overall. Source: the OMol25 dataset; level of theory: ωB97M-V with the def2-TZVPD basis set.

The SMILES is C=C(C)CC.O.O. Its charge is 0. As for the spin multiplicity: 1. The calculation puts the gap between HOMO and LUMO at 9.0984 eV.

Last column: Löwdin charge in e.
Atoms and positions in Å:
H -1.052 -2.190 1.257  0.030
H 5.283 -0.112 -2.103  0.016
H -1.641 -1.635 2.997  0.083
C -1.888 -0.450 1.168  -0.313
H -2.868 1.442 1.185  0.084
H -1.276 1.459 0.164  0.129
O 5.792 -0.511 -2.810  -0.049
H -2.083 -1.766 -0.354  0.029
H -1.388 -0.012 3.249  0.040
H -3.889 1.376 -0.935  0.032
H 2.076 1.449 -0.104  0.139
C -2.084 -0.633 2.752  -0.050
H -3.076 -0.193 -1.381  0.057
H -2.476 1.352 -1.922  0.082
H 5.035 -0.955 -3.182  0.025
O 3.116 1.171 -0.389  -0.179
H -3.005 -0.238 3.074  0.056
H 3.418 0.475 0.272  0.047
C -2.264 0.874 0.472  -0.191
C -2.962 0.860 -1.007  -0.097
C -1.523 -1.605 0.512  0.030

=====

x) A 2-piece molecular cluster, C5H14O2 overall. Source: the OMol25 dataset; level of theory: ωB97M-V with the def2-TZVPD basis set.

The SMILES is CC(C)CCO.O. Its charge is 0. As for the spin multiplicity: 1. The calculation puts the gap between HOMO and LUMO at 11.1557 eV.

Last column: Löwdin charge in e.
Atoms and positions in Å:
H 0.777 1.728 -0.997  0.110
C 0.698 0.790 -0.452  -0.177
H -0.360 0.024 2.154  0.074
H 2.605 1.470 0.187  0.117
H -2.526 1.373 -0.847  0.077
H -1.903 -0.440 1.573  0.077
H 1.469 1.210 1.517  0.110
H 0.851 0.022 -1.220  0.111
H -0.593 -3.079 -0.612  0.037
H -2.309 -0.333 -0.765  0.060
O 2.308 -0.523 0.789  -0.078
H 3.277 -0.534 0.842  0.090
C -0.727 0.790 0.134  -0.413
C -0.884 -0.255 1.231  -0.086
O -0.429 -2.581 -1.422  -0.056
H -0.466 -1.224 0.927  0.067
H -1.379 0.573 -1.972  0.066
C 1.822 0.798 0.571  -0.266
H -0.868 1.774 0.569  0.122
H 0.420 -2.161 -1.230  0.022
C -1.780 0.579 -0.979  -0.065

=====

Top of the stability list: x), leading by 3.074 eV.

=====

w) A 3-piece molecular cluster, C5H14O2 overall. Source: the OMol25 dataset; level of theory: ωB97M-V with the def2-TZVPD basis set.

The SMILES is C=C(C)CC.O.O. Its charge is 0. As for the spin multiplicity: 1. The calculation puts the gap between HOMO and LUMO at 9.5996 eV.

Last column: Löwdin charge in e.
Atoms and positions in Å:
H -2.770 1.065 -2.185  0.045
H 2.212 -0.256 1.967  0.076
H -3.328 2.192 -1.330  0.036
H 2.980 0.663 0.606  0.065
H 1.951 -2.526 -1.369  0.055
C 0.849 -1.056 -0.345  -0.380
H -1.065 -1.919 0.110  0.085
H 2.972 -1.567 -0.303  0.057
O -1.891 1.886 1.423  -0.057
H 0.603 1.024 -0.249  0.122
H -0.301 -2.514 -1.325  0.070
C 1.951 -1.726 -0.636  0.030
C 0.809 0.209 0.454  -0.233
H 2.069 1.490 1.771  0.069
O -2.794 1.409 -1.287  -0.046
H -2.698 2.241 1.764  0.020
H 0.028 0.193 1.215  0.096
C 2.096 0.539 1.231  -0.112
H -2.141 1.238 0.755  0.001
H -1.030 -0.994 -1.504  0.068
C -0.502 -1.592 -0.760  -0.066

=====

x) A 3-piece molecular cluster, C5H14O2 overall. Source: the OMol25 dataset; level of theory: ωB97M-V with the def2-TZVPD basis set.

The SMILES is C=C(C)CC.O.O. Its charge is 0. As for the spin multiplicity: 1. The calculation puts the gap between HOMO and LUMO at 9.6609 eV.

Last column: Löwdin charge in e.
Atoms and positions in Å:
H -1.818 -2.239 -0.754  0.061
H -1.026 -1.195 -1.873  0.071
H 3.641 0.073 1.011  0.044
H -0.078 1.017 2.178  0.092
H -1.078 2.191 1.448  0.080
H -3.151 1.026 0.559  0.058
C -1.217 0.193 0.590  -0.376
C -0.337 -0.985 0.211  -0.224
H 1.249 1.178 -1.442  0.032
C -0.851 -1.790 -0.976  -0.113
H 0.356 1.711 0.605  0.059
H -3.015 -0.845 0.530  0.062
O 2.104 1.615 -1.561  -0.049
C -2.547 0.131 0.504  0.039
C -0.462 1.318 1.208  -0.066
H 0.626 -0.560 -0.052  0.062
H 2.590 0.475 -0.018  -0.017
H 2.423 1.198 -2.372  0.064
H -0.240 -1.671 1.056  0.125
H -0.123 -2.543 -1.292  0.072
O 2.954 -0.300 0.440  -0.077

=====

Top of the stability list: w), leading by 0.061 eV.

=====

w) C4H6N3 as an isolated structure. Source: the OMol25 dataset; level of theory: ωB97M-V with the def2-TZVPD basis set.

Its expectation value of S² is 2.028. Its charge is +1. As for the spin multiplicity: 3. The calculation puts the gap between HOMO and LUMO (alpha / beta) at 7.5484 / 6.9807 eV.

Last column: Löwdin charge in e.
Atoms and positions in Å:
C 1.173 -1.575 0.053  -0.030
N -1.651 0.163 -0.819  0.210
H 0.919 -1.413 -0.995  0.092
C -1.994 1.333 -0.697  -0.075
H 0.552 2.320 0.783  0.209
N 0.643 -0.374 0.721  0.007
C 0.014 0.481 -0.015  -0.127
H 0.606 -2.503 0.402  0.116
H 2.178 -1.891 0.378  0.106
H 0.820 -0.116 1.788  0.241
H -1.819 -0.661 -1.509  0.204
N -0.185 1.824 0.191  0.043
C -1.258 2.413 -0.281  0.005

=====

x) An isolated ion of composition C4H6N3 and charge +1. Source: the OMol25 dataset; level of theory: ωB97M-V with the def2-TZVPD basis set.

Its expectation value of S² is 2.025. Its charge is +1. As for the spin multiplicity: 3. The calculation puts the gap between HOMO and LUMO (alpha / beta) at 6.9334 / 6.5359 eV.

Last column: Löwdin charge in e.
Atoms and positions in Å:
H -2.750 2.498 -0.132  0.102
H -0.133 0.887 -0.790  0.100
H 2.380 -0.178 0.781  0.114
N -2.575 0.291 0.091  -0.004
H 2.019 1.487 0.120  0.041
N 0.011 -1.161 -0.090  0.087
N -2.396 -0.946 0.082  0.149
H 0.669 -1.927 0.214  0.190
H -1.117 -2.649 0.296  0.150
C 0.520 0.198 -0.302  -0.063
C -2.646 1.450 0.074  0.212
C 1.736 0.522 0.193  0.133
C -1.222 -1.559 0.034  -0.211

=====

Top of the stability list: x), leading by 0.395 eV.

=====

w) A 2-piece molecular cluster, C2H3IS overall. Source: the OMol25 dataset; level of theory: ωB97M-V with the def2-TZVPD basis set.

Its charge is 0. As for the spin multiplicity: 1. The calculation puts the gap between HOMO and LUMO (alpha / beta) at 7.4800 / 7.3906 eV.

Last column: Löwdin charge in e.
Atoms and positions in Å:
H -1.239 -1.873 -0.319  -0.004
S 2.714 -0.001 0.469  0.593
H -0.372 -0.506 -1.282  -0.010
C -1.112 -0.763 -0.472  0.016
I 0.563 2.566 1.007  0.687
H -1.837 -0.072 0.063  0.005
C 1.283 0.650 0.533  -1.287

=====

x) A 2-piece molecular cluster, C2H3IS overall. Source: the OMol25 dataset; level of theory: ωB97M-V with the def2-TZVPD basis set.

The SMILES is C#CI.S. Its charge is 0. As for the spin multiplicity: 1. The calculation puts the gap between HOMO and LUMO at 9.7719 eV.

Last column: Löwdin charge in e.
Atoms and positions in Å:
H -2.936 -1.341 1.037  -0.183
C 1.486 1.148 -1.529  -0.028
S -2.442 -0.109 1.518  0.380
H -1.093 -0.487 1.246  -0.269
H 1.662 1.388 -2.529  0.012
I 1.818 -0.927 0.897  0.888
C 1.505 0.328 -0.640  -0.799

=====

Top of the stability list: x), leading by 1.621 eV.